# 1
The following is a DFT calculation (wB97M-V/def2-TZVPD) of a molecular structure, C20H33As2FIrN3OSi in a non-equilibrium geometry.

Positions of all 62 atoms, in Å:
Ir -0.61143 0.19574 0.65694
C 0.01681 0.54390 3.28212
Si 0.44591 2.12954 2.37360
C -1.12543 3.01418 1.87237
C 1.64439 3.18674 3.28307
N 1.04291 1.31626 0.80567
C 2.19648 1.53337 0.16546
C 2.93482 2.74946 0.35416
C 4.13837 2.96232 -0.25275
C 4.69060 1.96836 -1.07953
C 4.01206 0.77214 -1.31289
C 2.79777 0.58089 -0.71971
F 2.14243 -0.56155 -0.95406
H -0.61623 0.77040 4.14405
H 0.92002 0.04067 3.63121
H -0.56134 -0.22159 2.71416
H -1.26156 3.88582 2.51970
H -2.01257 2.38727 2.01650
H -1.10297 3.39293 0.84708
H 1.24304 3.27708 4.29874
H 1.72890 4.19673 2.88111
H 2.64188 2.75212 3.36393
H 2.50561 3.51878 0.97892
H 4.66796 3.89302 -0.10295
H 5.65267 2.13141 -1.54807
H 4.42621 -0.00146 -1.94636
C 1.62342 -2.59418 1.34715
As -0.04293 -2.09842 0.53161
C -1.39727 -3.25584 1.25137
C 0.05940 -2.54411 -1.32575
C 0.48136 -3.81198 -1.71407
C 0.48000 -4.14706 -3.06044
C 0.05976 -3.22537 -4.01081
C -0.35254 -1.95824 -3.62375
C -0.34730 -1.61695 -2.27467
As -0.86730 0.13885 -1.70316
C -2.66708 0.38397 -2.34056
C 0.18888 1.38675 -2.71788
H 1.64495 -3.68385 1.37468
H 1.68277 -2.21199 2.36450
H 2.44323 -2.21088 0.74872
H -1.11635 -4.26171 0.93697
H -2.36079 -2.99141 0.82969
H -1.41991 -3.19964 2.33813
H 0.80934 -4.54603 -0.98718
H 0.80365 -5.13218 -3.36839
H 0.05887 -3.49303 -5.05885
H -0.67227 -1.25409 -4.38311
H -2.60913 0.40822 -3.42895
H -3.08701 1.32425 -1.99265
H -3.28878 -0.44876 -2.02035
H 0.20189 1.02649 -3.74605
H 1.20363 1.44183 -2.34091
H -0.27323 2.37241 -2.68683
N -4.67636 -0.97501 1.59063
C -3.76557 -0.14215 1.09473
N -4.16469 1.00094 0.52896
O -2.53753 -0.46768 1.19363
H -5.66115 -0.76155 1.60076
H -4.37205 -1.81256 2.05711
H -5.13476 1.27376 0.49935
H -3.48447 1.67266 0.22390

Force components x, y, z for each atom (eV/Å):
Ir -0.5 0.5 0.9
C 0.1 0.1 -0.1
Si 0.3 0.2 -0.3
C 0.0 -0.1 -0.1
C 0.0 -0.1 0.1
N 0.2 -0.1 -0.1
C 0.0 0.0 0.0
C 0.0 0.0 0.1
C 0.0 -0.1 -0.1
C 0.1 0.1 0.0
C -0.1 0.0 0.0
C 0.1 0.2 0.0
F -0.1 -0.1 0.0
H -0.1 0.0 -0.1
H 0.0 0.0 -0.1
H -0.1 -0.2 0.2
H 0.0 0.0 0.0
H 0.0 0.0 0.0
H 0.0 0.0 0.0
H 0.0 0.0 0.0
H -0.1 0.0 0.0
H 0.0 0.0 0.0
H 0.0 0.0 0.0
H 0.0 0.0 0.0
H 0.0 0.0 0.0
H 0.0 0.0 0.0
C -0.1 0.1 0.1
As 0.2 -0.1 -0.4
C 0.1 0.0 0.1
C 0.0 -0.2 0.0
C 0.0 0.0 0.0
C 0.0 0.0 0.0
C 0.0 0.0 0.0
C 0.0 0.1 0.0
C 0.0 0.0 -0.1
As 0.2 -0.2 -0.1
C 0.0 0.0 0.0
C -0.1 0.1 0.0
H 0.0 0.0 0.0
H 0.0 0.0 0.0
H 0.0 0.0 0.0
H 0.0 0.0 0.0
H 0.0 0.0 0.0
H 0.0 0.0 0.0
H 0.0 0.0 0.0
H 0.0 0.0 0.0
H 0.0 0.0 0.0
H 0.0 0.0 0.0
H -0.1 0.0 0.0
H 0.0 0.0 -0.1
H 0.0 0.0 0.0
H 0.0 0.0 0.0
H 0.0 0.0 0.0
H 0.0 0.0 0.0
N 0.0 0.0 -0.1
C 0.1 0.1 0.1
N 0.0 0.0 0.0
O 0.0 -0.3 -0.2
H 0.0 0.0 0.0
H 0.0 0.0 0.0
H 0.0 0.0 0.0
H 0.0 0.0 0.1

As for the net charge: +3. As for the spin multiplicity: 2. For the HOMO-LUMO gap (alpha / beta), the calculation gives 6.9 / 6.8 eV. The calculation puts the total energy at -162881.02390 eV. Its LUMO energy (alpha / beta) is -10.2 / -11.1 eV. The expectation value of S² is 0.79. As for the energy above the lowest of the compared OMol25 structures with the same formula, charge and spin: 0.0 kcal/mol.

Charge distribution, Löwdin scheme, values in e:
1 Ir 0.831
2 C -0.154
3 Si 0.471
4 C -0.153
5 C -0.144
6 N -0.151
7 C -0.263
8 C 0.012
9 C -0.007
10 C 0.033
11 C 0.044
12 C -0.228
13 F 0.039
14 H 0.079
15 H 0.062
16 H -0.018
17 H 0.067
18 H 0.021
19 H 0.044
20 H 0.069
21 H 0.057
22 H 0.063
23 H 0.097
24 H 0.137
25 H 0.140
26 H 0.147
27 C -0.190
28 As 1.132
29 C -0.202
30 C -0.410
31 C -0.063
32 C -0.015
33 C -0.015
34 C -0.065
35 C -0.403
36 As 1.109
37 C -0.221
38 C -0.192
39 H 0.062
40 H 0.046
41 H 0.041
42 H 0.061
43 H 0.033
44 H 0.060
45 H 0.119
46 H 0.133
47 H 0.132
48 H 0.117
49 H 0.060
50 H 0.033
51 H 0.052
52 H 0.060
53 H 0.019
54 H 0.060
55 N 0.236
56 C -0.582
57 N 0.217
58 O -0.237
59 H 0.145
60 H 0.135
61 H 0.146
62 H 0.094

# 2
The following is a DFT calculation (wB97M-V/def2-TZVPD) of 3 unconnected molecules or ions with the total composition C20H33B2N2O8S4 in a non-equilibrium geometry.

Positions of all 69 atoms, in Å:
C -3.18364 2.04367 2.11565
C -2.29012 0.96902 1.83824
C -1.22148 -0.31059 1.70965
C -2.02231 -1.70723 2.03057
O -2.45886 -2.13451 0.66155
B -2.82354 -3.57049 0.92423
O -1.62254 -4.01293 1.70652
C -1.20146 -2.97413 2.70514
C 0.42741 -3.05159 2.56448
C 1.25610 -3.09936 3.97523
C 2.82851 -2.56893 3.76650
S 4.10409 -3.69538 4.56184
C 5.36248 -2.69491 5.57155
S 4.92331 -2.37182 7.21763
N 6.68298 -2.24022 4.95769
C 7.48852 -2.87499 3.80743
C 8.76480 -1.85225 3.63196
N 8.72451 -0.71511 4.65930
C 7.44285 -1.01212 5.42246
B -1.95812 -3.51225 4.05883
O -2.32926 -4.96416 4.09412
O -2.35907 -2.70625 5.23161
H -3.77312 2.91322 2.64359
H -0.32739 -0.14211 2.44821
H -0.80525 -0.26112 0.60164
H -3.08177 -1.45224 2.51143
H -3.05094 -4.26088 -0.00779
H -3.83557 -3.42313 1.54985
H 0.86476 -2.16440 1.90088
H 0.70230 -4.04790 1.97462
H 1.36184 -4.24344 4.28654
H 0.76761 -2.48771 4.84448
H 3.03151 -2.54831 2.59031
H 2.92814 -1.44588 4.14224
H 7.19671 -3.85842 3.22708
H 9.57162 -2.03319 2.79832
H 7.16913 -0.26555 6.29926
H -1.82414 -5.44302 4.81511
H -3.37694 -2.80035 5.25728
C -2.36254 3.80005 -3.04565
C -2.81937 5.25764 -3.00943
C -3.95371 5.35758 -1.99092
S -3.66978 4.05859 -0.79775
O -4.74847 3.09802 -0.89715
O -3.27100 4.64912 0.46427
C -2.22882 3.37348 -1.59138
H -1.41918 3.68344 -3.58704
H -3.12031 3.18751 -3.54866
H -1.98354 5.89407 -2.69434
H -3.14258 5.60507 -3.99571
H -3.95326 6.32477 -1.48193
H -4.92704 5.18245 -2.45742
H -2.21014 2.29008 -1.46142
H -1.34581 3.82405 -1.12842
C 0.40705 0.59989 -5.73169
C -0.69231 0.25069 -6.73372
C -1.45045 1.53877 -7.05016
S -0.28659 2.87387 -6.81645
O -0.73146 3.68281 -5.70118
O 0.04746 3.44639 -8.10527
C 1.07183 1.85786 -6.27052
H 1.12583 -0.21663 -5.61645
H -0.03793 0.80122 -4.74991
H -0.23808 -0.14468 -7.65039
H -1.36621 -0.51835 -6.34344
H -1.81297 1.54924 -8.08117
H -2.28484 1.69186 -6.36021
H 1.65785 2.38966 -5.51902
H 1.69270 1.63244 -7.14273

Force components x, y, z for each atom (eV/Å):
C 6.7 -7.6 -1.0
C -5.4 7.0 2.8
C -0.9 1.3 0.1
C -1.1 1.4 -2.7
O 1.4 0.5 2.0
B 0.8 1.3 0.7
O 0.5 0.5 1.2
C -0.8 -1.3 -2.6
C 0.9 0.3 0.0
C 1.0 -0.8 0.1
C -1.1 1.9 -1.5
S 0.9 0.9 0.2
C -0.1 1.1 1.5
S 1.5 -0.5 -3.8
N 1.9 1.1 -0.6
C 2.7 4.4 1.1
C -4.5 -1.8 2.3
N -5.8 -5.4 -0.3
C 3.2 -0.5 -2.7
B -0.6 -1.5 1.2
O 1.8 2.0 1.2
O -1.6 -1.3 -2.5
H 1.5 -2.3 -1.7
H -1.8 0.0 -1.2
H -1.0 -0.5 2.4
H 2.6 -0.6 -0.1
H 0.3 -0.4 -0.8
H -0.9 -0.5 1.1
H -1.1 -1.7 1.4
H -0.9 2.2 1.3
H -0.5 2.5 -0.4
H 0.9 -1.2 -1.7
H -0.3 -0.1 2.6
H -0.1 -2.5 -0.6
H 0.4 2.5 1.6
H -1.7 0.7 2.1
H 0.2 -2.2 -2.1
H -1.1 1.1 -1.0
H 2.4 0.0 0.3
C 0.2 -0.1 -0.1
C 0.2 0.2 -0.3
C -0.2 0.6 -0.4
S 0.2 -0.5 0.6
O 0.2 0.6 0.2
O -0.5 -0.1 -0.4
C 0.4 -0.2 -0.3
H -0.3 0.0 0.1
H 0.1 0.0 0.1
H -0.1 -0.1 0.0
H 0.1 0.0 0.1
H -0.1 -0.3 0.1
H 0.1 -0.1 0.2
H -0.1 0.1 0.2
H -0.2 -0.1 0.0
C 0.0 -0.1 0.3
C 0.0 -0.4 -0.1
C -0.6 -0.4 -0.1
S 0.2 0.1 -0.4
O 0.2 0.1 -0.6
O -0.2 0.2 0.6
C 0.4 -0.3 0.2
H -0.1 0.1 0.0
H 0.1 0.0 -0.1
H -0.1 0.1 0.1
H 0.1 0.1 -0.1
H 0.0 0.2 0.2
H 0.2 0.1 -0.1
H -0.1 0.1 -0.2
H -0.1 0.1 0.1

As for the net charge: -1. For the HOMO-LUMO gap, the calculation gives 4.5 eV. The calculation puts the total energy at -85318.88833 eV. Its LUMO energy is 0.1 eV.

Charge distribution, Löwdin scheme, values in e:
1 C 0.020
2 C -0.061
3 C -0.131
4 C -0.227
5 O -0.142
6 B -0.616
7 O -0.132
8 C -0.225
9 C -0.103
10 C -0.224
11 C -0.478
12 S 0.730
13 C -0.924
14 S 0.572
15 N -0.173
16 C -0.028
17 C -0.115
18 N -0.024
19 C -0.102
20 B -0.392
21 O 0.033
22 O 0.024
23 H 0.047
24 H 0.104
25 H 0.120
26 H 0.159
27 H 0.045
28 H 0.059
29 H 0.119
30 H 0.147
31 H 0.111
32 H 0.123
33 H 0.087
34 H 0.104
35 H 0.105
36 H 0.087
37 H 0.125
38 H 0.103
39 H 0.131
40 C -0.238
41 C -0.221
42 C -0.235
43 S 0.649
44 O -0.324
45 O -0.355
46 C -0.231
47 H 0.083
48 H 0.122
49 H 0.119
50 H 0.115
51 H 0.101
52 H 0.104
53 H 0.110
54 H 0.112
55 C -0.222
56 C -0.219
57 C -0.224
58 S 0.676
59 O -0.329
60 O -0.331
61 C -0.236
62 H 0.120
63 H 0.123
64 H 0.118
65 H 0.121
66 H 0.106
67 H 0.107
68 H 0.110
69 H 0.109